Molecular formula: C59H66ClF5NO20SSi
Method: DFT, ωB97M-V with the def2-TZVPD basis set

Last column: Löwdin charge in e.
CARTESIAN COORDINATES (ANGSTROEM)
C: 5.796530 0.733437 -0.004023  -0.13
C: 5.994673 0.101230 -1.467903  -0.24
C: 4.736520 -0.731087 -2.026816  -0.20
C: 3.295450 -0.164978 -1.579663  -0.19
C: 2.545368 -1.220589 -0.615605  -0.21
C: 2.616294 -0.862903 0.948308  -0.21
C: 1.494459 -1.627844 1.831569  -0.19
C: 0.084312 -0.811185 1.724914  -0.18
C: -0.918588 -1.485606 2.785926  -0.16
C: -2.387665 -1.820034 2.231874  -0.13
C: -2.436970 -2.500499 0.776158  -0.21
C: -2.663354 -4.102213 1.089051  -0.48
Cl: -1.531461 -4.903548 -0.168981  0.73
C: -4.231370 -4.435204 0.898259  -0.56
S: -5.185968 -4.343919 2.498517  0.76
C: -4.661823 -3.395769 -0.255681  -0.21
C: -4.506975 -4.176265 -1.650092  -0.11
C: -5.622339 -3.731484 -2.755001  -0.09
C: -4.847349 -3.105986 -4.008254  -0.12
F: -3.603271 -3.647384 -4.494228  0.00
C: -5.334122 -1.981897 -4.744903  -0.12
F: -4.427991 -0.926992 -5.078407  0.04
F: -6.683936 -1.859150 -5.152382  0.06
N: -3.740881 -2.220454 0.036006  0.04
C: -3.721339 -1.119644 -1.004690  -0.31
F: -5.061689 -0.849687 -1.405679  0.08
F: -2.891425 -1.562911 -2.091993  0.07
C: -2.996753 0.209687 -0.430089  -0.11
C: -3.289581 1.524868 -1.309559  -0.22
Si: -4.461119 2.803738 -0.439527  0.56
C: -3.319652 4.130563 0.360965  -0.18
C: -5.557409 2.033038 0.929132  -0.21
C: -5.555997 3.525559 -1.870959  -0.24
C: -7.089534 3.309969 -1.889254  -0.08
C: -7.886961 3.876283 -3.090763  -0.06
C: -7.116100 4.621764 -4.224167  -0.06
C: -5.581951 4.847671 -4.178320  -0.07
C: -4.758670 4.290129 -2.983944  -0.07
H: 6.824976 1.113161 0.334841  0.07
H: 5.154097 1.685070 -0.144802  0.07
H: 5.309485 0.036308 0.752419  0.06
H: 6.347391 0.896218 -2.210069  0.11
H: 6.867566 -0.653438 -1.377179  0.10
H: 4.791447 -0.656420 -3.180367  0.08
H: 4.879807 -1.843717 -1.786258  0.10
H: 3.321632 0.904705 -1.166342  0.10
H: 2.657781 -0.112990 -2.543436  0.10
H: 3.039971 -2.251136 -0.740426  0.11
H: 1.469998 -1.336093 -1.008095  0.10
H: 2.557062 0.281014 1.086321  0.11
H: 3.641969 -1.209634 1.329047  0.10
H: 1.769139 -1.691969 2.943250  0.12
H: 1.333095 -2.642405 1.337879  0.09
H: -0.247558 -0.867350 0.635600  0.08
H: 0.306366 0.287462 1.961354  0.10
H: -1.064269 -0.707786 3.631331  0.12
H: -0.397379 -2.377022 3.302460  0.11
H: -2.840637 -2.596604 2.960727  0.10
H: -3.069820 -0.891943 2.340923  0.12
H: -1.493787 -2.545279 0.134780  0.12
H: -2.209582 -4.494958 2.057865  0.12
H: -4.257147 -5.550279 0.658979  0.11
H: -6.331287 -3.602018 2.251834  -0.11
H: -5.708938 -3.023034 -0.007927  0.15
H: -4.747734 -5.282724 -1.421469  0.13
H: -3.448892 -4.175019 -2.079361  0.10
H: -6.345454 -3.004798 -2.258233  0.12
H: -6.222870 -4.637459 -3.101157  0.13
H: -4.282234 -1.740598 0.794468  0.18
H: -3.303364 0.442991 0.644472  0.09
H: -1.874674 -0.006769 -0.513541  0.12
H: -2.309296 2.073507 -1.573619  0.10
H: -3.802887 1.194140 -2.273676  0.09
H: -3.004576 4.948001 -0.378432  0.05
H: -2.417942 3.546297 0.786026  0.02
H: -3.822183 4.612204 1.285432  0.03
H: -4.911925 1.505862 1.734593  0.03
H: -6.130094 2.852376 1.507568  0.06
H: -6.294624 1.282856 0.479416  0.03
H: -7.546811 2.729153 -1.024460  0.08
H: -9.016313 3.695214 -3.106534  0.09
H: -7.692736 5.011303 -5.126681  0.09
H: -4.989680 5.376346 -5.001072  0.09
H: -3.616669 4.394386 -2.906193  0.09
C: 1.381136 4.332158 1.276136  0.08
C: 2.469048 4.883140 1.820414  -0.21
C: 2.802708 4.684561 3.260276  -0.30
O: 3.812578 5.186073 3.718866  0.13
C: 1.881772 3.884330 4.075175  0.09
C: 0.793630 3.337574 3.530764  -0.22
C: 0.475502 3.513730 2.085693  -0.31
O: -0.520959 2.981946 1.618192  0.05
O: -0.072880 2.593725 4.275387  0.09
O: 3.317400 5.647032 1.082631  0.11
H: 1.128673 4.466395 0.232675  0.14
H: 2.125138 3.762182 5.122112  0.14
H: -0.772034 2.312557 3.654388  0.10
H: 4.021659 5.925257 1.701112  0.12
C: 3.244434 1.410783 -6.736953  0.08
C: 2.424368 1.435457 -7.790110  -0.22
C: 2.071518 0.189580 -8.529567  -0.31
O: 1.304893 0.247053 -9.474630  0.12
C: 2.675989 -1.069806 -8.082522  0.08
C: 3.498533 -1.093451 -7.031700  -0.22
C: 3.829295 0.148051 -6.276047  -0.30
O: 4.570580 0.085422 -5.309077  0.09
O: 4.069109 -2.254600 -6.606766  0.10
O: 1.875753 2.599893 -8.231271  0.10
H: 3.506721 2.306965 -6.190501  0.14
H: 2.426065 -1.963708 -8.638059  0.14
H: 4.616649 -2.008040 -5.835790  0.11
H: 1.323448 2.352418 -8.998851  0.12
C: -3.665433 9.519580 4.581735  0.08
C: -2.521224 8.857071 4.396562  -0.22
C: -2.508094 7.458901 3.878874  -0.31
O: -1.443123 6.889722 3.703789  0.10
C: -3.796818 6.816536 3.602592  0.07
C: -4.940938 7.477101 3.790859  -0.22
C: -4.952982 8.884395 4.282399  -0.31
O: -6.015800 9.462512 4.425154  0.12
O: -6.144057 6.891829 3.540887  0.09
O: -1.318784 9.432534 4.672345  0.10
H: -3.688765 10.534896 4.954599  0.14
H: -3.774001 5.796346 3.244535  0.11
H: -6.813007 7.572757 3.752656  0.12
H: -0.650050 8.754344 4.454880  0.12
C: 8.194828 -3.013053 1.297258  0.08
C: 8.714098 -4.220146 1.530811  -0.22
C: 10.182573 -4.414650 1.701544  -0.31
O: 10.619158 -5.528489 1.932351  0.12
C: 11.050812 -3.239260 1.577581  0.08
C: 10.531531 -2.032518 1.340550  -0.22
C: 9.061183 -1.834275 1.197245  -0.31
O: 8.619877 -0.714975 0.999281  0.10
O: 11.325072 -0.933152 1.220487  0.10
O: 7.923012 -5.324227 1.623831  0.09
H: 7.131138 -2.858041 1.173653  0.13
H: 12.115543 -3.396506 1.685869  0.14
H: 10.714339 -0.188808 1.053602  0.12
H: 8.534067 -6.067372 1.796920  0.12
C: 1.878526 -5.899043 3.641700  0.09
C: 1.070542 -5.856322 2.580981  -0.21
C: 0.686658 -7.098251 1.846151  -0.31
O: -0.069759 -7.026206 0.891180  0.03
C: 1.247701 -8.371311 2.308403  0.08
C: 2.059184 -8.412868 3.368072  -0.22
C: 2.420493 -7.176900 4.118138  -0.31
O: 3.148394 -7.253960 5.090903  0.13
O: 2.588458 -9.586324 3.805716  0.11
O: 0.562068 -4.669853 2.127324  0.02
H: 2.163077 -5.007359 4.184704  0.14
H: 0.975920 -9.261228 1.756779  0.14
H: 3.136031 -9.351965 4.580902  0.12
H: 0.006037 -4.895979 1.352166  0.00

Cartesian forces (eV/Å) of the 6 atoms listed first:
0.258 1.196 -1.212
0.508 -1.096 0.689
0.493 0.921 -0.890
-0.358 -1.083 -0.809
0.019 0.105 0.133
0.094 -0.358 0.210

Output
Maximum force in eV/Å: 4.71
Gap between HOMO and LUMO in eV: 7.17
Net charge: +1
DFT total energy in Eh: -5493.89650